(1)
{
  "formula": "C12H26NO5P2SSr",
  "method": "ωB97M-V/def2-TZVPD",
  "symbols": ["Sr", "P", "C", "C", "N", "C", "C", "C", "C", "C", "P", "H", "H", "H", "H", "H", "H", "H", "H", "O", "H", "H", "O", "H", "C", "H", "H", "H", "C", "H", "H", "H", "C", "H", "H", "H", "C", "H", "H", "H", "C", "S", "O", "O", "O", "H", "H", "H"],
  "coordinates": [[0.244, 1.123, 0.401], [2.573, -1.152, 0.065], [2.368, -1.113, -1.666], [1.073, -1.330, -2.248], [-0.128, -0.766, -1.766], [-1.247, -1.248, -2.349], [-1.272, -2.279, -3.308], [-0.088, -2.824, -3.789], [1.117, -2.347, -3.281], [-2.551, -0.748, -1.848], [-2.474, 0.918, -1.113], [2.100, -2.784, -3.588], [-2.236, -2.579, -3.692], [-0.086, -3.600, -4.557], [-3.255, -0.695, -2.655], [-2.993, -1.405, -1.100], [2.552, 0.906, -1.564], [3.231, -1.152, -2.328], [0.850, 4.039, -0.111], [2.139, 1.692, -1.157], [1.556, 2.037, -1.825], [-0.212, 3.271, 2.390], [-0.010, 3.548, -0.326], [-0.616, 4.314, -0.376], [-3.045, 1.966, -2.501], [-4.031, 1.616, -2.839], [-3.125, 3.012, -2.159], [-2.328, 1.911, -3.334], [-3.966, 0.973, -0.064], [-3.888, 1.844, 0.605], [-4.864, 1.076, -0.690], [-4.039, 0.064, 0.546], [2.628, -2.981, 0.158], [3.625, -3.332, -0.101], [2.384, -3.227, 1.193], [1.876, -3.384, -0.520], [4.397, -0.810, 0.295], [4.531, -0.567, 1.365], [4.979, -1.722, 0.065], [4.752, 0.037, -0.315], [0.130, 0.539, 4.338], [-0.961, 1.475, 3.265], [-1.345, 0.634, 2.101], [-1.973, 2.323, 3.860], [0.394, 2.486, 2.686], [-0.031, 0.924, 5.369], [1.191, 0.690, 4.054], [-0.143, -0.537, 4.300]],
  "mulliken_charge": [1.57, 0.74, -1.32, 0.28, 0.44, 0.33, -0.85, -0.45, -1.01, -0.78, 0.60, 0.32, 0.42, 0.41, 0.50, 0.42, 0.21, 0.48, 0.30, -0.76, 0.35, 0.35, -0.55, 0.26, -1.43, 0.43, 0.38, 0.35, -1.32, 0.31, 0.42, 0.36, -1.21, 0.36, 0.36, 0.32, -1.23, 0.34, 0.36, 0.32, -0.83, 1.11, -0.59, -0.50, -0.63, 0.39, 0.31, 0.34],
  "mol_weight_g_mol": 445.98,
  "total_charge": 1,
  "fmax_ev_per_a": 4.501,
  "energy_ev": -54836.5371,
  "gap_ev": 4.84
}


(2)
{
  "formula": "C35H40AuGe2N6OS3Se",
  "method": "ωB97M-V/def2-TZVPD",
  "symbols": ["Au", "C", "N", "C", "C", "C", "N", "C", "C", "O", "H", "H", "H", "H", "H", "H", "H", "H", "H", "H", "H", "H", "C", "Ge", "C", "C", "Ge", "C", "C", "C", "C", "C", "C", "C", "C", "C", "C", "C", "C", "H", "H", "H", "H", "H", "H", "H", "H", "H", "H", "H", "H", "H", "H", "H", "H", "H", "H", "H", "Se", "N", "C", "C", "C", "C", "C", "C", "N", "H", "H", "H", "H", "S", "C", "S", "C", "N", "N", "C", "C", "C", "C", "C", "C", "S", "H", "H", "H", "H", "H"],
  "coordinates": [[0.443, 2.008, 0.030], [-0.374, -3.397, 1.258], [-0.241, -2.642, 2.500], [-0.465, -3.399, 3.733], [0.325, -2.780, 4.864], [-0.054, -1.322, 4.982], [0.012, -0.662, 3.676], [0.041, 0.794, 3.713], [-0.013, -1.326, 2.523], [0.146, -0.671, 1.408], [0.425, -4.135, 1.181], [-0.329, -2.732, 0.410], [-1.335, -3.913, 1.260], [-0.148, -4.424, 3.546], [-1.534, -3.419, 3.963], [1.393, -2.878, 4.662], [0.115, -3.293, 5.801], [0.629, -0.791, 5.647], [-1.066, -1.212, 5.383], [1.033, 1.159, 3.985], [-0.679, 1.136, 4.457], [-0.246, 1.200, 2.746], [2.000, 0.967, -3.092], [2.646, 1.621, -1.382], [4.399, 0.889, -0.942], [2.747, 3.568, -1.405], [1.851, -0.132, 0.661], [2.930, 0.185, 2.231], [3.447, 1.451, 2.501], [4.138, 1.693, 3.680], [4.314, 0.671, 4.601], [3.813, -0.597, 4.339], [3.129, -0.841, 3.157], [2.262, -1.757, -0.300], [3.301, -2.591, 0.111], [3.541, -3.788, -0.554], [2.756, -4.152, -1.638], [1.735, -3.317, -2.069], [1.494, -2.124, -1.404], [2.520, 1.538, -3.864], [0.934, 1.146, -3.211], [2.216, -0.089, -3.232], [5.081, 1.264, -1.708], [4.421, -0.198, -0.977], [4.751, 1.242, 0.026], [3.403, 3.826, -2.241], [3.176, 3.955, -0.481], [1.780, 4.031, -1.577], [3.308, 2.258, 1.791], [4.541, 2.677, 3.879], [4.855, 0.858, 5.519], [3.971, -1.398, 5.050], [2.753, -1.838, 2.960], [3.946, -2.308, 0.933], [4.350, -4.429, -0.231], [2.950, -5.081, -2.157], [1.131, -3.594, -2.923], [0.687, -1.483, -1.743], [-1.725, 0.352, -2.294], [-1.463, 1.539, -0.983], [-2.644, 2.056, -0.663], [-2.887, 3.025, 0.360], [-4.161, 3.436, 0.562], [-5.263, 2.937, -0.217], [-5.082, 2.016, -1.187], [-3.753, 1.537, -1.436], [-3.454, 0.620, -2.332], [-2.060, 3.394, 0.948], [-4.369, 4.161, 1.339], [-6.256, 3.307, -0.004], [-5.898, 1.620, -1.773], [-0.666, 9.051, 0.719], [-0.248, 7.470, 0.722], [0.471, 6.613, 2.048], [0.360, 5.134, 1.160], [-0.153, 5.295, -0.067], [-0.465, 6.558, -0.294], [-1.036, 6.884, -1.572], [-2.117, 6.135, -2.015], [-2.670, 6.434, -3.247], [-2.137, 7.459, -4.019], [-1.044, 8.184, -3.567], [-0.481, 7.901, -2.333], [0.874, 3.666, 1.792], [-2.515, 5.344, -1.395], [-3.522, 5.871, -3.604], [-2.573, 7.690, -4.981], [-0.625, 8.974, -4.175], [0.381, 8.448, -1.979]],
  "mulliken_charge": [1.68, -1.02, 0.19, -0.73, -0.52, -0.71, 0.41, -0.66, 0.00, -0.07, 0.38, 0.20, 0.44, 0.46, 0.28, 0.15, 0.41, 0.44, 0.40, 0.21, 0.57, -0.18, -1.05, 0.68, -1.17, -1.18, -0.80, 0.32, -0.01, -1.04, -0.80, -0.98, 0.22, 1.01, -0.53, -0.71, -0.72, -0.76, -0.73, 0.49, 0.22, 0.34, 0.62, 0.38, 0.34, 0.49, 0.39, 0.28, 0.54, 0.48, 0.42, 0.49, 0.59, 0.43, 0.47, 0.44, 0.45, 0.26, 0.31, -0.86, 1.17, -0.66, -0.58, -0.69, -0.73, 0.56, -0.73, 0.33, 0.47, 0.43, 0.52, -0.09, 0.19, -0.04, -0.08, -0.03, 0.32, 0.25, -0.04, -0.75, -0.49, -0.72, -0.32, -0.15, 0.44, 0.42, 0.42, 0.40, 0.52],
  "spin_multiplicity": 2,
  "mol_weight_g_mol": 1078.09,
  "total_charge": 2,
  "fmax_ev_per_a": 0.934,
  "energy_ev": -262495.3037,
  "s2": 0.794,
  "gap_ev": [7.46, 5.46]
}


(3)
{
  "formula": "C19H22N2O3S2",
  "method": "ωB97M-V/def2-TZVPD",
  "symbols": ["C", "C", "N", "C", "C", "C", "C", "C", "C", "C", "S", "O", "O", "C", "C", "C", "C", "C", "C", "N", "C", "C", "O", "C", "C", "S", "H", "H", "H", "H", "H", "H", "H", "H", "H", "H", "H", "H", "H", "H", "H", "H", "H", "H", "H", "H", "H", "H"],
  "coordinates": [[-3.141, 3.106, -1.857], [-2.038, 2.062, -1.739], [-2.447, 1.028, -0.804], [-2.088, -0.313, -1.051], [-2.934, -1.315, -0.592], [-2.564, -2.640, -0.735], [-1.356, -2.973, -1.320], [-0.502, -1.978, -1.783], [0.826, -2.331, -2.383], [-0.881, -0.651, -1.656], [-2.307, 1.383, 0.836], [-3.404, 0.791, 1.539], [-2.095, 2.793, 0.984], [-0.810, 0.485, 1.253], [-0.893, -0.771, 1.827], [0.248, -1.539, 1.920], [1.460, -1.077, 1.409], [1.539, 0.200, 0.842], [0.389, 0.980, 0.791], [2.754, 0.704, 0.326], [2.775, 1.301, -0.909], [4.121, 1.783, -1.402], [1.769, 1.443, -1.569], [3.932, 0.263, 1.041], [4.168, -1.217, 0.778], [2.816, -2.195, 1.522], [-3.284, 3.595, -0.898], [-4.073, 2.631, -2.153], [-2.867, 3.850, -2.601], [-1.107, 2.540, -1.419], [-1.872, 1.585, -2.708], [-3.856, -1.037, -0.108], [-3.221, -3.420, -0.379], [-1.065, -4.009, -1.412], [0.690, -2.860, -3.326], [1.382, -2.984, -1.712], [1.410, -1.433, -2.571], [-0.210, 0.126, -1.989], [-1.846, -1.124, 2.184], [0.217, -2.524, 2.361], [0.425, 1.973, 0.374], [3.962, 2.276, -2.358], [4.556, 2.497, -0.707], [4.809, 0.953, -1.548], [4.802, 0.843, 0.737], [3.767, 0.425, 2.111], [5.087, -1.570, 1.243], [4.196, -1.424, -0.292]],
  "mulliken_charge": [-1.51, -0.03, 0.27, -0.91, -0.40, -0.72, -0.64, 0.86, -1.75, 0.51, 1.29, -0.71, -0.70, 0.04, -0.75, -0.94, 1.23, -0.50, -0.65, 0.19, 0.99, -1.64, -0.52, -1.06, -0.43, -0.20, 0.36, 0.33, 0.44, 0.07, 0.58, 0.49, 0.40, 0.45, 0.47, 0.33, 0.24, 0.28, 0.56, 0.44, 0.49, 0.37, 0.38, 0.34, 0.51, 0.33, 0.51, 0.29],
  "mol_weight_g_mol": 390.53,
  "fmax_ev_per_a": 1.081,
  "energy_ev": -50853.6734,
  "gap_ev": 8.83
}


(4)
{
  "formula": "C5H11NO",
  "method": "ωB97M-V/def2-TZVPD",
  "symbols": ["C", "C", "C", "C", "N", "C", "O", "H", "H", "H", "H", "H", "H", "H", "H", "H", "H", "H"],
  "coordinates": [[-1.829, -0.633, -0.327], [-0.945, 0.606, -0.551], [0.386, 0.656, 0.241], [0.245, 1.276, 1.629], [1.007, -0.659, 0.324], [1.900, -1.106, -0.600], [2.460, -0.416, -1.427], [-2.298, -0.940, -1.267], [-1.252, -1.499, 0.010], [-2.627, -0.463, 0.403], [-0.696, 0.677, -1.614], [-1.517, 1.510, -0.311], [1.092, 1.258, -0.339], [-0.148, 2.295, 1.546], [-0.441, 0.702, 2.264], [1.217, 1.325, 2.130], [0.524, -1.364, 0.863], [2.078, -2.196, -0.511]],
  "mulliken_charge": [-1.06, -0.56, 0.24, -1.46, -0.22, -0.01, -0.56, 0.32, 0.29, 0.28, 0.35, 0.37, 0.28, 0.36, 0.33, 0.39, 0.34, 0.33],
  "mol_weight_g_mol": 101.15,
  "fmax_ev_per_a": 0.366,
  "energy_ev": -8901.2592,
  "gap_ev": 10.61
}